DFT (ωB97M-V with the def2-TZVPD basis set) results for C2H3FN2O in the gas phase in a non-equilibrium geometry.

## Properties
SMILES	COC1(F)N=N1
energy relative to the best compared isomer or geometry (same formula, charge and spin)	210.20	kJ/mol
net charge	0
HOMO-LUMO gap	10.757	eV
2S+1	1
strongest force on any atom	3.7	eV/Å

Element x y z (Å)
1 C 0.058 0.288 0.045
2 O 1.183 0.158 0.901
3 C 2.343 -0.128 0.230
4 F 2.722 -1.573 0.131
5 N 3.373 0.798 0.191
6 N 2.799 0.650 -0.906
7 H 0.100 1.318 -0.464
8 H -0.871 0.482 0.559
9 H 0.168 -0.495 -0.710

---

DFT (ωB97M-V with the def2-TZVPD basis set) results for C2H3FN2O3 in the gas phase in a non-equilibrium geometry.

## Properties
SMILES	NC(=O)[C@H](F)[N+](=O)[O-]
energy relative to the best compared isomer or geometry (same formula, charge and spin)	0.00	kJ/mol
net charge	0
HOMO-LUMO gap	10.448	eV
2S+1	1
strongest force on any atom	5.0	eV/Å

Element x y z (Å)
1 N -1.600 -0.219 -0.250
2 C -0.807 0.844 -0.258
3 O -0.884 1.961 -0.600
4 C 0.614 0.369 0.514
5 F 1.537 1.385 0.506
6 N 1.275 -0.814 -0.058
7 O 0.560 -1.796 0.060
8 O 2.371 -0.764 -0.549
9 H -1.272 -1.107 0.007
10 H -2.315 -0.189 -0.995
11 H 0.520 0.329 1.622

---

DFT (ωB97M-V with the def2-TZVPD basis set) results for a 2-piece molecular cluster, C2H3FNO2S3 overall in a non-equilibrium geometry.

## Properties
energy relative to the best compared isomer or geometry (same formula, charge and spin)	18.48	kJ/mol
net charge	-1
HOMO-LUMO gap	6.798	eV
2S+1	1
strongest force on any atom	4.7	eV/Å

Element x y z (Å)
1 C 1.006 -0.475 0.342
2 C -0.060 0.511 -0.836
3 N -1.219 0.300 -0.262
4 O 0.633 -1.595 0.331
5 O 1.983 0.206 0.681
6 F -0.418 -0.296 2.867
7 S 0.346 -0.365 -2.499
8 S 0.462 2.259 -1.021
9 S -1.742 -1.161 0.152
10 H -0.674 -1.232 -2.118
11 H 0.472 2.286 0.342
12 H -0.790 -0.438 2.019

---

DFT (ωB97M-V with the def2-TZVPD basis set) results for a 2-piece molecular cluster, C2H3FNP overall in a non-equilibrium geometry.

## Properties
SMILES	[H]/N=c1/cp1.F
energy relative to the best compared isomer or geometry (same formula, charge and spin)	164.17	kJ/mol
net charge	0
HOMO-LUMO gap	7.841	eV
2S+1	1
strongest force on any atom	4.1	eV/Å

Element x y z (Å)
1 H -0.501 1.451 -1.575
2 N -1.344 1.350 -0.862
3 C -1.143 0.849 0.237
4 C -1.508 0.320 1.536
5 P 0.036 -0.235 1.189
6 H -2.296 0.431 2.269
7 F 3.266 -1.646 -1.281
8 H 3.489 -2.520 -1.514

---

DFT (ωB97M-V with the def2-TZVPD basis set) results for a 2-piece molecular cluster, C2H3FNP overall in a non-equilibrium geometry.

## Properties
energy relative to the best compared isomer or geometry (same formula, charge and spin)	239.45	kJ/mol
net charge	0
HOMO-LUMO gap	7.536	eV
2S+1	1
strongest force on any atom	4.2	eV/Å

Element x y z (Å)
1 C 0.404 -0.203 -0.407
2 C 0.252 0.951 0.471
3 N 1.075 -1.134 -0.764
4 F -2.402 -0.604 0.644
5 P -1.203 0.826 -0.631
6 H 0.212 0.434 1.384
7 H 1.094 1.620 0.513
8 H 0.567 -1.890 -1.210

---

DFT (ωB97M-V with the def2-TZVPD basis set) results for C2H3FNP in the gas phase in a non-equilibrium geometry.

## Properties
SMILES	[H]/N=C1/CP1F
energy relative to the best compared isomer or geometry (same formula, charge and spin)	35.81	kJ/mol
net charge	0
HOMO-LUMO gap	9.078	eV
2S+1	1
strongest force on any atom	3.0	eV/Å

Element x y z (Å)
1 H -2.366 -0.583 0.133
2 N -1.753 0.190 -0.111
3 C -0.532 0.035 0.005
4 C 0.636 0.868 -0.028
5 P 0.695 -1.216 0.805
6 F 1.310 -1.822 -0.588
7 H 1.315 0.826 -0.863
8 H 0.695 1.702 0.646

---

DFT (ωB97M-V with the def2-TZVPD basis set) results for a 2-piece molecular cluster, C2H3FO overall in a non-equilibrium geometry.

## Properties
energy relative to the best compared isomer or geometry (same formula, charge and spin)	145.67	kJ/mol
net charge	0
HOMO-LUMO gap	13.020	eV
2S+1	1
strongest force on any atom	3.2	eV/Å

Element x y z (Å)
1 C -2.806 -0.569 -0.880
2 C 1.173 -0.053 0.373
3 O -2.800 0.534 -0.927
4 F 0.271 0.730 -0.203
5 H 2.250 0.278 0.126
6 H 1.134 0.112 1.496
7 H 0.778 -1.032 0.016

---

DFT (ωB97M-V with the def2-TZVPD basis set) results for C2H3FO2 in the gas phase in a non-equilibrium geometry.

## Properties
SMILES	O=C(O)CF
energy relative to the best compared isomer or geometry (same formula, charge and spin)	134.55	kJ/mol
net charge	0
HOMO-LUMO gap	11.638	eV
2S+1	1
strongest force on any atom	5.3	eV/Å

Element x y z (Å)
1 O -0.586 1.739 -0.191
2 C -0.436 0.541 -0.003
3 O -1.328 -0.476 -0.341
4 C 0.916 -0.089 0.494
5 F 1.192 -1.380 0.009
6 H -0.805 -1.379 -0.518
7 H 1.636 0.991 0.215
8 H 0.874 -0.006 1.533

---

Q: Which formula does entry 2 have?
A: C2H3FN2O3

---

Q: Which of these has the lowest energy relative to the best compared isomer or geometry (same formula, charge and spin)?
A: C2H3FN2O3

---

Q: Which value of strongest force on any atom does entry 8 give?
A: 5.3 eV/Å